Computed, not measured: C6H10HgLiO3 as an isolated structure in a non-equilibrium geometry, with ωB97M-V with the def2-TZVPD basis set.

Geometry as XYZ:
```
21
Properties=species:S:1:pos:R:3:forces:R:3
C -2.4573 0.5166 0.5001 -4.151 -1.352 -1.732
C -1.3269 1.2710 0.5332 3.090 1.029 0.325
C -0.0913 0.8464 1.2016 -2.290 -0.050 -0.245
C 0.8876 1.7596 1.5550 1.969 0.685 0.620
O 2.0752 1.4868 1.9943 -1.520 -0.081 -0.629
O -3.5765 0.8033 -0.1160 3.732 -1.271 2.196
Hg -4.9549 2.3918 -1.2594 -0.740 0.879 -0.620
Li 2.9969 0.1801 1.1053 -0.239 0.171 0.016
H -2.3985 -0.4940 0.9523 -0.090 0.349 0.160
H -1.2843 2.1826 -0.0771 -0.188 -0.152 0.499
H -0.1018 -0.1081 1.7446 0.116 0.152 -0.394
H 0.6386 2.8373 1.4732 0.160 -0.363 -0.277
C 0.3463 -1.9814 -1.2207 -0.063 0.231 0.138
C 1.7880 -1.5011 -1.2420 -0.607 -0.819 -0.575
O 1.9462 -0.4717 -0.2924 -1.281 1.771 1.165
H 0.2052 -2.7983 -1.9426 -0.174 0.249 0.344
H 0.0821 -2.2799 -0.1954 0.084 -0.305 -0.355
H -0.3249 -1.1371 -1.4450 0.146 -0.320 -0.263
H 2.0696 -1.2125 -2.2696 -0.102 0.446 0.411
H 2.4597 -2.3419 -1.0103 -0.081 0.312 0.308
H 1.0211 0.0505 0.0110 2.229 -1.561 -1.094
```
Positions in Å, forces in eV/Å.

Values from the calculation:
expectation value of S²: 0.775
HOMO level (alpha / beta): -7.3 / -7.3 eV
multiplicity: 2
ΔE to the lowest compared entry with this formula, charge and spin: 0.000 eV
total charge: 0
calculated total energy: -621.25432 Ha